A 4-piece molecular cluster, C29H65N2O9S overall, computed with ωB97M-V/def2-TZVPD.

The geometry in XYZ format:
```
106
Properties=species:S:1:pos:R:3:mulliken_charge:R:1
C -0.244 1.977 3.179 -0.84
C -0.849 1.404 1.729 -0.22
C -0.227 -0.122 1.435 -0.25
C -0.111 -0.357 -0.169 -1.07
N -1.189 -1.196 -0.818 1.01
S -1.328 -0.476 -2.451 -0.20
C -2.524 -1.198 -0.109 -0.69
C -3.753 -1.942 -0.892 1.35
C -4.804 -2.731 0.145 -0.52
C -5.149 -1.886 1.501 0.53
C -6.075 -2.905 2.452 -0.73
N -5.401 -4.227 2.743 -0.62
C -4.711 -0.954 -1.793 -0.84
C -5.224 0.400 -1.028 0.03
C -6.890 0.334 -0.891 -0.52
C -7.471 1.284 0.322 -0.50
O -6.595 2.404 0.701 -0.52
O -3.305 -3.029 -1.827 -0.43
C -2.070 -3.657 -1.338 -0.73
C -0.812 -2.639 -1.084 0.05
C 0.189 -3.334 0.001 -0.45
C -0.454 -3.659 1.471 0.19
O 0.333 -3.816 2.563 -0.53
H -1.078 1.876 4.001 0.39
H 0.061 3.117 3.004 0.25
H 0.776 1.440 3.477 0.11
H -0.471 2.196 0.922 0.23
H -2.018 1.435 1.702 0.16
H -0.750 -0.957 2.057 0.22
H 0.890 -0.060 1.853 0.33
H -0.195 0.727 -0.666 0.32
H 0.998 -0.705 -0.437 0.33
H -2.180 0.639 -2.364 0.26
H -2.425 -1.765 0.937 -0.08
H -2.745 -0.066 0.186 -0.31
H -4.303 -3.764 0.387 0.12
H -5.796 -2.993 -0.466 0.30
H -4.219 -1.611 2.165 0.18
H -5.807 -0.931 1.349 -0.48
H -6.261 -2.364 3.487 0.32
H -7.137 -3.088 1.944 0.31
H -4.360 -4.178 2.688 0.28
H -5.764 -4.892 1.995 0.32
H -5.658 -1.591 -2.129 0.52
H -4.198 -0.614 -2.815 -0.01
H -5.014 1.406 -1.629 0.37
H -4.833 0.538 0.066 -0.15
H -7.437 0.475 -1.916 0.40
H -7.116 -0.789 -0.555 0.13
H -7.750 0.660 1.300 0.22
H -8.500 1.772 -0.036 0.29
H -6.254 2.149 1.627 0.32
H -1.719 -4.406 -2.199 0.36
H -2.363 -4.335 -0.431 0.27
H -0.208 -2.618 -2.116 0.37
H 0.493 -4.393 -0.462 0.46
H 1.209 -2.781 0.182 0.28
H -1.617 -3.715 1.607 0.15
C 2.774 2.205 0.241 -0.65
O 2.469 2.849 1.472 -0.29
C 3.341 2.440 2.530 -0.30
C 4.441 3.477 2.781 -0.78
O 5.330 3.571 1.665 -0.26
C 5.043 4.692 0.836 -0.77
H 2.277 2.752 -0.566 0.26
H 3.847 2.189 0.038 0.46
H 2.390 1.180 0.258 0.09
H 3.769 1.452 2.323 0.29
H 2.727 2.356 3.434 0.32
H 5.037 3.155 3.639 0.42
H 4.010 4.459 3.020 0.35
H 5.416 5.604 1.310 0.32
H 3.973 4.794 0.638 0.28
H 5.560 4.556 -0.117 0.26
C -2.233 1.170 -5.998 -0.91
O -0.975 0.630 -5.612 -0.26
C -0.576 -0.465 -6.443 -0.37
C 0.446 -0.023 -7.496 -0.62
O -0.135 0.885 -8.435 -0.38
C 0.194 2.242 -8.154 -0.68
H -2.346 2.150 -5.523 0.26
H -2.313 1.299 -7.079 0.43
H -3.037 0.517 -5.645 0.31
H -1.447 -0.936 -6.913 0.37
H -0.106 -1.207 -5.789 0.28
H 0.771 -0.902 -8.059 0.38
H 1.334 0.421 -7.023 0.33
H 1.221 2.444 -8.473 0.33
H 0.089 2.478 -7.092 0.27
H -0.483 2.885 -8.720 0.25
C 9.723 -0.416 5.058 -0.70
O 9.091 -1.152 4.017 -0.37
C 7.711 -1.409 4.294 -0.70
C 6.799 -0.434 3.541 -0.34
O 6.967 0.905 4.015 -0.36
C 7.802 1.682 3.161 -0.85
H 10.667 -0.018 4.672 0.25
H 9.111 0.419 5.403 0.29
H 9.942 -1.082 5.898 0.33
H 7.517 -1.378 5.373 0.35
H 7.500 -2.426 3.945 0.39
H 5.759 -0.711 3.729 0.34
H 6.972 -0.488 2.457 0.36
H 7.239 1.982 2.273 0.31
H 8.699 1.137 2.858 0.47
H 8.108 2.579 3.703 0.25
```

Net charge   +1
E_HOMO   -10.56 eV
E_LUMO   -3.2 eV

---

A 6-piece molecular cluster, C29H65N7O11P overall, computed with ωB97M-V/def2-TZVPD.

The geometry in XYZ format:
```
113
Properties=species:S:1:pos:R:3:mulliken_charge:R:1
C 2.480 0.843 4.453 -0.93
C 0.964 0.838 4.860 0.10
O 0.065 0.775 3.751 -0.56
C 0.518 1.999 5.797 -1.01
N 1.243 3.268 5.600 0.20
C 0.932 4.195 4.751 -0.27
N 1.729 5.396 4.683 -0.52
N -0.178 4.009 3.892 0.73
C -0.847 5.299 3.543 -0.76
C -1.330 6.133 4.772 -1.14
C -2.041 5.292 5.881 0.02
C -3.599 5.315 5.664 -1.22
N -3.956 4.841 4.323 -0.01
C -4.367 3.478 4.295 0.37
N -5.111 2.921 5.171 -0.75
N -3.899 2.734 3.148 -0.25
P 0.563 3.426 2.374 0.06
N 2.131 3.146 2.558 -0.63
H 2.513 0.787 3.345 0.09
H 2.936 -0.109 4.807 0.29
H 3.065 1.696 4.836 0.31
H 0.795 -0.103 5.435 0.73
H 0.209 -0.045 3.274 0.29
H -0.572 2.189 5.722 0.13
H 0.723 1.673 6.840 0.59
H 2.055 3.430 6.185 0.33
H 1.357 5.974 5.448 0.28
H 2.677 5.171 4.995 0.31
H -0.190 5.948 2.925 0.48
H -1.747 5.062 2.936 0.40
H -0.515 6.787 5.162 0.48
H -2.091 6.845 4.377 0.52
H -1.882 5.832 6.844 0.30
H -1.722 4.233 5.931 -0.05
H -3.977 6.359 5.756 0.42
H -4.055 4.748 6.499 0.41
H -4.610 5.455 3.857 0.26
H -5.282 1.948 4.930 0.24
H -4.490 1.926 2.980 0.27
H -4.060 3.357 2.347 0.07
H -0.176 2.284 1.984 0.18
H 0.447 4.447 1.383 0.09
H 2.660 3.727 1.911 0.23
O 0.015 -0.328 -2.805 -0.59
C 0.390 -0.713 -1.733 0.53
O 0.928 0.169 -0.866 -0.45
C 1.228 -0.133 0.496 0.55
C 2.591 -0.778 0.626 -1.03
C 0.359 -2.174 -1.373 -0.51
H 0.436 -0.736 0.949 0.43
H 1.229 0.823 1.023 -0.58
H 2.634 -1.734 0.102 0.39
H 2.839 -0.949 1.675 0.33
H 3.356 -0.138 0.183 0.22
H 1.252 -2.659 -1.768 0.18
H -0.518 -2.625 -1.828 0.29
H 0.281 -2.363 -0.303 0.19
O -0.741 -4.710 -2.783 -0.56
C -0.106 -5.706 -2.542 0.86
O 1.087 -5.596 -1.944 -0.30
C 1.841 -6.712 -1.451 -0.45
C 2.687 -7.331 -2.544 -0.99
C -0.587 -7.059 -2.988 -1.24
H 1.189 -7.439 -0.963 0.35
H 2.493 -6.313 -0.674 0.33
H 2.072 -7.734 -3.349 0.29
H 3.302 -8.138 -2.143 0.37
H 3.341 -6.579 -2.988 0.30
H -0.291 -7.218 -4.026 0.28
H -1.674 -7.077 -2.920 0.33
H -0.224 -7.881 -2.374 0.41
O 1.166 -6.517 -8.393 -0.58
C 0.645 -5.531 -7.948 0.71
O 0.015 -5.590 -6.764 -0.32
C -0.473 -4.442 -6.056 0.41
C -1.857 -4.053 -6.530 -1.15
C 0.608 -4.249 -8.736 -0.88
H 0.237 -3.614 -6.112 0.33
H -0.523 -4.734 -5.008 -0.40
H -1.856 -3.762 -7.581 0.36
H -2.243 -3.219 -5.942 0.35
H -2.541 -4.898 -6.434 0.31
H -0.234 -4.281 -9.429 0.25
H 1.533 -4.169 -9.304 0.30
H 0.542 -3.354 -8.121 0.31
O 6.464 -3.932 -1.820 -0.57
C 6.280 -2.751 -1.936 0.75
O 5.886 -2.254 -3.118 -0.38
C 5.459 -0.902 -3.314 -0.07
C 6.637 0.018 -3.563 -1.03
C 6.570 -1.807 -0.799 -0.86
H 4.833 -0.565 -2.484 0.09
H 4.819 -0.915 -4.196 0.33
H 7.310 0.051 -2.705 0.27
H 6.294 1.032 -3.772 0.36
H 7.221 -0.338 -4.412 0.30
H 7.631 -1.557 -0.802 0.27
H 6.324 -2.310 0.135 0.29
H 5.978 -0.894 -0.824 0.25
O -3.870 3.898 0.185 -0.59
C -4.851 3.470 -0.368 0.91
O -5.479 2.401 0.138 -0.39
C -6.750 1.924 -0.326 -0.42
C -6.592 1.000 -1.515 -1.02
C -5.330 4.059 -1.667 -1.18
H -7.428 2.755 -0.530 0.36
H -7.184 1.370 0.506 0.34
H -6.149 1.515 -2.369 0.28
H -7.558 0.597 -1.819 0.37
H -5.928 0.171 -1.265 0.31
H -4.771 3.611 -2.488 0.30
H -5.138 5.131 -1.649 0.32
H -6.396 3.938 -1.840 0.37
```

Net charge   +1
Energy relative to the best compared isomer or geometry (same formula, charge and spin)   30.8 kcal per mole
E_HOMO   -11.02 eV
E_LUMO   -3.4 eV

---

A 4-piece molecular cluster, C29H66INO10 overall, computed with ωB97M-V/def2-TZVPD.

The geometry in XYZ format:
```
107
Properties=species:S:1:pos:R:3:mulliken_charge:R:1
C 3.775 -1.458 4.403 -1.43
C 3.307 -1.366 2.953 0.92
O 4.396 -0.982 2.140 -0.40
C 4.178 -1.136 0.741 0.16
C 4.334 0.200 0.043 -0.99
C 3.401 1.288 0.569 -1.10
C 2.072 1.401 -0.216 -0.31
C 0.894 1.108 0.710 0.80
C -0.507 0.920 0.123 0.81
O -1.219 2.154 0.047 -0.40
C -0.851 3.093 -0.953 0.45
C -1.079 4.508 -0.421 -1.14
O -1.275 0.116 0.977 -0.32
C -1.535 0.661 2.253 -0.71
C -1.000 -0.123 3.442 -0.13
C -1.096 -1.629 3.353 -1.01
N -0.073 -2.198 2.496 -0.22
O 0.344 0.190 3.779 -0.14
C 0.521 1.438 4.393 -0.89
C -0.551 0.226 -1.237 -1.60
I 0.397 -1.716 -1.171 0.07
C -1.969 0.044 -1.759 -0.28
C -2.020 -0.086 -3.288 -1.30
H 3.438 -0.598 4.973 0.23
H 3.406 -2.368 4.864 0.30
H 4.861 -1.461 4.415 0.41
H 2.892 -2.321 2.623 0.41
H 2.499 -0.628 2.876 -0.68
H 3.211 -1.602 0.544 0.09
H 4.959 -1.799 0.367 -0.12
H 5.369 0.511 0.182 0.42
H 4.197 0.059 -1.029 0.43
H 3.928 2.238 0.524 0.55
H 3.178 1.099 1.616 0.38
H 2.109 0.689 -1.033 0.11
H 2.000 2.416 -0.594 0.29
H 1.112 0.174 1.231 -0.26
H 0.864 1.881 1.478 0.26
H -1.458 2.931 -1.847 0.02
H 0.186 2.980 -1.253 0.07
H -1.753 5.070 -1.059 0.05
H -1.513 4.438 0.572 0.30
H -0.140 5.046 -0.334 0.37
H -2.619 0.683 2.377 0.44
H -1.199 1.691 2.341 0.23
H -1.649 0.178 4.274 0.51
H -2.090 -1.903 3.000 0.34
H -1.017 -2.006 4.380 0.45
H 0.803 -1.708 2.597 -0.22
H 0.054 -3.182 2.659 0.29
H 1.518 1.459 4.823 0.24
H 0.445 2.268 3.685 0.29
H -0.204 1.599 5.194 0.40
H 0.061 0.760 -1.952 0.75
H -2.427 -0.822 -1.296 0.24
H -2.558 0.909 -1.468 0.68
H -2.194 0.886 -3.744 0.13
H -1.090 -0.482 -3.691 0.34
H -2.835 -0.735 -3.596 0.41
C -4.010 5.741 -2.931 -0.67
O -3.940 5.856 -4.339 -0.38
C -2.827 5.187 -4.908 -0.45
C -3.217 3.859 -5.516 -0.50
O -3.654 2.940 -4.528 -0.21
C -5.061 2.796 -4.468 -0.83
H -4.973 6.140 -2.619 0.30
H -3.934 4.699 -2.607 0.23
H -3.216 6.326 -2.453 0.31
H -2.047 5.035 -4.155 0.19
H -2.419 5.831 -5.694 0.39
H -2.340 3.425 -6.009 0.37
H -3.993 4.006 -6.273 0.36
H -5.434 2.251 -5.341 0.28
H -5.562 3.765 -4.408 0.37
H -5.291 2.221 -3.573 0.22
C 9.233 -4.466 -2.957 -0.66
O 8.507 -5.226 -2.009 -0.37
C 8.281 -4.544 -0.787 -0.72
C 6.877 -3.990 -0.703 -0.27
O 6.660 -2.963 -1.658 -0.35
C 5.922 -3.391 -2.789 -0.80
H 9.207 -5.011 -3.899 0.24
H 8.791 -3.478 -3.104 0.27
H 10.277 -4.350 -2.646 0.32
H 9.007 -3.735 -0.658 0.36
H 8.427 -5.264 0.024 0.38
H 6.730 -3.551 0.290 0.30
H 6.147 -4.794 -0.829 0.34
H 4.872 -3.561 -2.526 0.30
H 6.339 -4.306 -3.218 0.39
H 5.972 -2.595 -3.530 0.24
C -4.976 -0.924 1.264 -0.67
O -6.358 -1.193 1.110 -0.44
C -6.683 -2.566 1.249 -0.46
C -7.250 -2.873 2.616 -0.53
O -6.286 -2.689 3.640 -0.36
C -6.429 -1.470 4.343 -0.72
H -4.856 0.158 1.307 0.30
H -4.581 -1.363 2.185 0.24
H -4.406 -1.305 0.411 0.36
H -5.802 -3.189 1.064 0.28
H -7.434 -2.807 0.490 0.42
H -7.565 -3.920 2.644 0.38
H -8.130 -2.249 2.802 0.31
H -7.322 -1.489 4.978 0.33
H -6.491 -0.617 3.663 0.31
H -5.552 -1.356 4.978 0.24
```

Structure (SMILES)   CCOCCCCC[C@](OCC)(OC[C@@H](CN)OC)[C@@H](I)CC.COCCOC.COCCOC.COCCOC
E_HOMO   -8.48 eV
E_LUMO   0.6 eV

---

A 10-piece molecular cluster, C29H67N9O12 overall, computed with ωB97M-V/def2-TZVPD.

The geometry in XYZ format:
```
117
Properties=species:S:1:pos:R:3:mulliken_charge:R:1
C 4.649 -7.427 -2.884 -0.61
O 5.317 -7.408 -4.107 -0.32
C 4.690 -7.599 -5.321 0.75
O 3.507 -7.552 -5.495 -0.54
O 5.530 -7.597 -6.337 -0.32
C 6.961 -7.670 -6.166 -0.59
H 3.897 -6.651 -2.737 0.28
H 5.358 -7.258 -2.073 0.24
H 4.168 -8.396 -2.755 0.29
H 7.506 -7.329 -7.046 0.26
H 7.121 -8.676 -5.780 0.28
H 7.304 -6.989 -5.387 0.27
C 5.710 -1.381 -3.020 -0.88
N 5.499 -0.321 -2.015 -0.13
C 6.104 0.885 -2.022 0.79
C 5.520 1.980 -1.131 -0.92
O 6.977 1.127 -2.843 -0.65
H 6.354 -1.020 -3.822 0.32
H 4.811 -1.814 -3.458 0.29
H 6.109 -2.274 -2.538 0.30
H 4.792 -0.434 -1.302 0.11
H 5.965 1.901 -0.139 0.28
H 4.462 1.811 -0.933 0.19
H 5.704 2.949 -1.595 0.29
C -1.769 9.001 -2.753 -0.84
N -0.792 8.602 -1.757 -0.19
C -0.336 7.319 -1.594 0.62
C 0.663 7.137 -0.429 -0.82
O -0.627 6.365 -2.280 -0.63
H -1.899 8.312 -3.587 0.31
H -1.423 9.930 -3.205 0.30
H -2.722 9.269 -2.296 0.29
H -0.585 9.218 -0.984 0.20
H 0.158 6.461 0.262 0.23
H 0.822 8.076 0.102 0.28
H 1.464 6.566 -0.897 0.25
C -3.125 1.705 -9.881 -0.85
N -2.089 1.959 -8.951 -0.18
C -0.978 2.663 -9.013 0.70
C -0.104 2.580 -7.792 -0.85
O -0.766 3.477 -9.943 -0.66
H -3.993 1.273 -9.383 0.31
H -2.744 1.000 -10.621 0.29
H -3.481 2.680 -10.214 0.30
H -2.075 1.217 -8.265 0.20
H -0.567 1.947 -7.035 0.22
H 0.281 3.526 -7.409 0.27
H 0.863 2.108 -7.969 0.25
C -2.394 -2.537 9.265 -0.84
N -2.824 -1.428 10.065 -0.21
C -2.044 -0.645 10.882 0.65
C -2.774 0.474 11.566 -0.88
O -0.867 -0.912 11.117 -0.63
H -1.977 -2.121 8.348 0.28
H -3.355 -2.960 8.972 0.32
H -1.716 -3.291 9.667 0.28
H -3.811 -1.225 10.008 0.24
H -2.884 0.247 12.626 0.23
H -3.740 0.620 11.083 0.29
H -2.233 1.411 11.433 0.27
C -4.075 1.008 3.575 -0.85
N -3.622 1.721 4.767 -0.19
C -2.586 2.608 4.840 0.81
C -2.461 3.296 6.136 -1.07
O -1.880 2.915 3.892 -0.66
H -5.141 1.176 3.426 0.29
H -4.010 -0.076 3.667 0.29
H -3.461 1.282 2.717 0.32
H -4.175 1.652 5.609 0.17
H -1.838 4.189 6.097 0.29
H -1.888 2.597 6.745 0.26
H -3.489 3.351 6.494 0.34
C 0.823 0.279 -0.413 -0.86
N 1.118 0.089 0.997 -0.18
C 1.533 -1.041 1.571 0.72
C 1.609 -1.106 3.054 -0.97
O 1.940 -2.006 0.929 -0.65
H 1.631 -0.263 -0.902 0.25
H 0.976 1.304 -0.751 0.35
H -0.202 -0.066 -0.552 0.29
H 0.968 0.869 1.620 0.21
H 2.616 -1.277 3.433 0.30
H 0.780 -1.580 3.580 0.26
H 1.586 -0.065 3.375 0.28
C 3.699 1.646 8.083 -0.85
N 3.209 2.725 7.241 -0.14
C 3.805 3.002 6.060 0.70
C 3.381 4.369 5.437 -1.11
O 4.530 2.207 5.415 -0.66
H 4.774 1.523 7.949 0.29
H 3.221 0.691 7.868 0.25
H 3.471 1.954 9.103 0.35
H 2.594 3.435 7.612 0.26
H 2.301 4.457 5.314 0.30
H 3.776 4.409 4.423 0.29
H 3.668 5.225 6.047 0.33
C -2.118 -5.091 -1.878 -0.80
N -3.125 -5.463 -2.865 -0.17
C -3.972 -6.497 -2.730 0.74
C -4.944 -6.585 -3.833 -0.96
O -3.900 -7.320 -1.816 -0.66
H -2.097 -5.742 -1.004 0.30
H -2.343 -4.059 -1.611 0.26
H -1.139 -5.120 -2.356 0.30
H -3.252 -5.111 -3.803 0.18
H -5.897 -6.923 -3.429 0.31
H -4.809 -7.439 -4.496 0.24
H -5.068 -5.612 -4.308 0.27
C -6.561 -1.158 -5.186 -0.91
C -5.416 -0.764 -4.327 0.66
N -5.641 -0.856 -3.033 -0.41
O -4.367 -0.357 -4.753 -0.62
H -6.365 -2.003 -5.846 0.27
H -6.905 -0.256 -5.692 0.25
H -7.373 -1.551 -4.574 0.33
H -6.601 -0.831 -2.722 0.20
H -4.859 -0.641 -2.430 0.24
```

Structure (SMILES)   COC(=O)OC.CNC(C)=O.CNC(C)=O.CNC(C)=O.CNC(C)=O.CNC(C)=O.CNC(C)=O.CNC(C)=O.CNC(C)=O.CC(N)=O
E_HOMO   -9.14 eV
E_LUMO   -0.1 eV